i) DFT (wB97M-V/def2-TZVPD) results for 12 unconnected molecules or ions with the total composition C33H97N17O12.

The geometry in XYZ format:
```
159
C33H97N17O12 | the OMol25 dataset | wB97M-V/def2-TZVPD
C -7.717 3.900 -2.024
O -6.299 4.050 -1.993
C -5.705 3.705 -0.824
C -4.184 3.716 -0.996
C -3.515 4.912 -1.711
N -3.986 2.599 -1.963
H -7.906 2.835 -2.158
H -8.217 4.529 -2.759
H -8.059 4.320 -1.076
H -5.858 4.381 0.022
H -6.202 2.767 -0.562
H -3.754 3.399 -0.046
H -3.555 5.817 -1.102
H -4.001 5.147 -2.657
H -2.452 4.882 -1.954
H -3.410 2.914 -2.731
H -4.817 2.262 -2.428
C 1.107 6.270 -1.629
O 0.153 5.509 -0.936
C -0.462 6.181 0.110
C -1.281 5.199 0.969
C -2.099 5.894 1.971
N -0.549 4.029 1.527
H 2.039 6.387 -1.072
H 0.783 7.292 -1.830
H 1.400 5.762 -2.547
H 0.249 6.745 0.719
H -1.093 6.956 -0.333
H -1.970 4.721 0.271
H -1.563 6.719 2.445
H -2.326 5.336 2.880
H -3.026 6.271 1.540
H 0.028 3.645 0.789
H 0.167 4.399 2.141
C -1.934 -3.053 -1.255
O -3.134 -2.349 -1.399
C -3.966 -2.350 -0.266
C -5.411 -2.121 -0.672
C -5.575 -1.005 -1.716
N -6.242 -1.752 0.452
H -2.117 -4.128 -1.215
H -1.391 -2.716 -0.371
H -1.352 -2.947 -2.171
H -4.061 -3.277 0.304
H -3.643 -1.614 0.473
H -5.764 -3.057 -1.111
H -5.463 -1.349 -2.745
H -4.950 -0.143 -1.482
H -6.617 -0.682 -1.751
H -7.187 -1.504 0.196
H -6.345 -2.564 1.047
C -2.943 -2.766 3.472
O -1.901 -3.002 4.372
C -0.584 -2.677 3.833
C 0.554 -2.855 4.853
C 1.922 -2.516 4.247
N 0.652 -4.323 5.077
H -3.903 -3.171 3.793
H -2.754 -3.157 2.470
H -3.121 -1.691 3.407
H -0.409 -3.474 3.106
H -0.469 -1.792 3.204
H 0.371 -2.200 5.705
H 2.599 -2.516 5.101
H 2.083 -1.558 3.751
H 2.076 -3.330 3.539
H 1.004 -4.766 4.237
H -0.340 -4.523 5.035
C 4.900 -1.508 1.745
O 5.134 -2.899 2.039
C 5.918 -3.051 3.206
C 6.303 -4.546 3.275
C 5.108 -5.479 3.286
N 7.039 -4.786 4.546
H 5.800 -0.949 1.488
H 4.262 -1.155 2.556
H 4.243 -1.409 0.881
H 6.800 -2.409 3.199
H 5.265 -2.756 4.031
H 6.902 -4.870 2.423
H 5.417 -6.478 3.590
H 4.689 -5.509 2.280
H 4.280 -5.064 3.863
H 6.243 -4.764 5.172
H 7.565 -3.955 4.785
C 1.563 -1.366 0.947
O 0.667 -0.844 -0.020
C -0.183 0.143 0.516
C -1.092 0.607 -0.647
C -0.303 1.126 -1.853
N -1.993 1.551 -0.050
H 2.300 -1.873 0.323
H 1.056 -2.094 1.581
H 2.053 -0.591 1.538
H -0.717 -0.252 1.382
H 0.310 1.023 0.936
H -1.730 -0.192 -1.029
H 0.342 0.369 -2.301
H 0.325 1.988 -1.630
H -1.030 1.266 -2.654
H -1.508 2.439 -0.005
H -2.673 1.771 -0.771
C 7.279 1.978 -0.158
O 6.083 2.769 -0.120
C 5.202 2.668 -1.203
C 3.799 3.000 -0.859
C 3.075 2.094 0.145
N 3.064 3.063 -2.114
H 8.066 2.450 -0.748
H 7.212 0.958 -0.538
H 7.592 1.903 0.884
H 5.512 3.250 -2.072
H 5.094 1.616 -1.480
H 3.732 4.046 -0.549
H 2.957 1.110 -0.314
H 2.070 2.486 0.306
H 3.587 1.937 1.094
H 2.133 3.413 -1.938
H 3.542 3.614 -2.812
N 4.612 -1.152 -4.752
C 4.614 0.000 -4.119
N 3.433 0.287 -3.638
O 5.555 0.708 -3.859
H 3.787 -1.715 -4.602
H 5.481 -1.617 -4.961
H 3.334 1.003 -2.932
H 2.639 -0.310 -3.803
N -3.618 2.708 2.849
C -4.606 1.871 2.508
N -4.246 1.110 1.541
O -5.697 1.892 3.061
H -3.876 3.369 3.565
H -2.684 2.685 2.467
H -3.343 1.279 1.110
H -4.888 0.490 1.070
N 2.203 -4.973 0.478
C 1.185 -5.114 1.365
N 0.023 -5.058 0.814
O 1.343 -5.452 2.505
H 3.162 -5.083 0.769
H 2.035 -4.573 -0.432
H -0.664 -5.271 1.524
H -0.031 -5.543 -0.069
N 1.843 -1.948 -2.561
C 2.692 -2.921 -2.886
N 2.490 -3.322 -4.104
O 3.591 -3.419 -2.153
H 1.840 -1.424 -1.698
H 1.038 -1.861 -3.162
H 1.707 -2.960 -4.625
H 3.070 -4.089 -4.412
N -3.556 -2.339 -5.062
C -2.875 -1.190 -5.291
N -2.320 -0.706 -4.233
O -2.689 -0.805 -6.440
H -3.612 -2.759 -4.146
H -3.808 -2.962 -5.812
H -1.528 -0.083 -4.276
H -2.494 -1.114 -3.327
```

Values from the calculation:
- Orbital gap: 8.542 eV
- Net charge: 0

***

ii) DFT (wB97M-V/def2-TZVPD) results for 12 unconnected molecules or ions with the total composition C33H97N17O12.

The geometry in XYZ format:
```
159
C33H97N17O12 | the OMol25 dataset | wB97M-V/def2-TZVPD
C 2.514 -3.792 0.363
O 3.619 -3.606 1.144
C 3.724 -2.329 1.729
C 4.594 -2.540 3.056
C 4.160 -1.845 4.376
N 5.901 -2.016 2.989
H 2.605 -4.739 -0.169
H 2.263 -3.018 -0.361
H 1.531 -3.838 0.834
H 4.168 -1.615 1.034
H 2.766 -1.919 2.048
H 4.617 -3.603 3.294
H 3.197 -2.142 4.790
H 4.116 -0.756 4.361
H 4.782 -2.031 5.251
H 5.849 -1.035 2.752
H 6.402 -2.017 3.866
C -2.881 -0.586 -2.581
O -4.133 -0.351 -1.808
C -4.420 -1.206 -0.705
C -5.735 -0.643 -0.084
C -6.104 -1.464 1.249
N -6.898 -0.740 -0.951
H -2.899 0.159 -3.376
H -2.883 -1.592 -3.000
H -2.005 -0.393 -1.962
H -4.578 -2.202 -1.119
H -3.592 -1.236 0.003
H -5.596 0.403 0.188
H -7.074 -1.079 1.566
H -5.539 -1.265 2.159
H -6.208 -2.515 0.978
H -6.487 -0.452 -1.828
H -7.111 -1.716 -1.100
C -1.183 -3.361 -1.614
O -0.824 -2.838 -2.918
C -0.981 -3.637 -4.095
C -0.284 -2.978 -5.290
C -0.740 -1.505 -5.595
N -0.516 -3.670 -6.490
H -0.397 -3.949 -1.140
H -2.086 -3.947 -1.787
H -1.449 -2.628 -0.852
H -0.639 -4.582 -3.672
H -2.008 -3.820 -4.411
H 0.767 -2.833 -5.040
H -0.267 -0.940 -4.792
H -1.783 -1.235 -5.431
H -0.409 -1.132 -6.564
H -1.503 -3.589 -6.686
H 0.020 -3.242 -7.231
C 3.677 0.959 -5.115
O 4.096 -0.333 -5.504
C 4.805 -1.036 -4.489
C 3.892 -2.099 -3.779
C 2.611 -1.578 -3.281
N 4.437 -2.795 -2.613
H 3.141 1.364 -5.973
H 4.558 1.575 -4.937
H 3.009 0.870 -4.259
H 5.454 -1.785 -4.943
H 5.326 -0.414 -3.761
H 3.737 -2.915 -4.485
H 1.972 -2.331 -2.818
H 2.110 -1.040 -4.086
H 2.700 -0.832 -2.492
H 3.669 -3.071 -2.017
H 4.877 -3.648 -2.925
C -2.257 6.151 2.270
O -1.931 5.235 1.183
C -2.042 3.825 1.628
C -1.963 2.751 0.495
C -3.149 2.848 -0.561
N -2.194 1.419 1.054
H -1.675 5.834 3.135
H -3.305 6.045 2.549
H -2.015 7.177 1.995
H -1.294 3.631 2.396
H -2.969 3.741 2.195
H -1.006 2.873 -0.012
H -2.852 2.354 -1.486
H -3.276 3.914 -0.744
H -4.112 2.457 -0.233
H -1.326 0.977 1.323
H -2.541 0.728 0.404
C 0.381 2.555 4.501
O 0.076 3.785 5.119
C 0.990 4.589 5.797
C 1.054 4.230 7.281
C 2.101 5.052 8.031
N 1.350 2.821 7.534
H 0.927 1.854 5.134
H 1.113 2.747 3.717
H -0.579 2.110 4.239
H 1.853 4.525 5.135
H 0.603 5.607 5.771
H 0.175 4.404 7.902
H 1.916 6.126 8.031
H 3.073 4.877 7.570
H 2.210 4.719 9.063
H 0.553 2.260 7.269
H 1.270 2.707 8.535
C 0.827 3.034 -7.907
O 0.085 3.354 -6.792
C -0.096 2.282 -5.855
C -0.082 2.915 -4.428
C -0.227 1.917 -3.280
N -1.071 3.932 -4.327
H 0.335 2.343 -8.591
H 1.619 2.355 -7.591
H 1.152 3.967 -8.367
H -1.072 1.826 -6.020
H 0.532 1.394 -5.927
H 0.862 3.436 -4.268
H -0.134 2.471 -2.346
H 0.527 1.153 -3.465
H -1.184 1.396 -3.329
H -0.740 4.779 -3.886
H -1.279 4.238 -5.267
N 4.986 2.089 -1.411
C 3.837 2.111 -0.924
N 3.369 3.342 -1.053
O 3.232 1.138 -0.508
H 5.422 1.178 -1.389
H 5.340 2.921 -1.861
H 2.475 3.570 -0.642
H 3.930 4.071 -1.471
N -1.928 -0.458 3.808
C -2.918 0.111 4.417
N -3.492 1.000 3.674
O -3.230 -0.119 5.569
H -1.787 -0.376 2.811
H -1.240 -1.022 4.286
H -3.176 1.106 2.720
H -4.143 1.662 4.071
N -2.633 -3.248 2.016
C -3.373 -4.297 1.666
N -4.101 -4.696 2.592
O -3.336 -4.802 0.528
H -1.912 -2.815 1.456
H -2.816 -2.823 2.913
H -4.709 -5.427 2.251
H -4.054 -4.275 3.509
N 0.713 -0.176 -0.654
C 0.593 -0.558 0.634
N 1.129 0.376 1.401
O 0.128 -1.594 1.107
H 0.425 -0.925 -1.267
H 1.435 0.492 -0.883
H 0.991 0.325 2.400
H 1.433 1.237 0.970
N 0.390 -4.132 3.231
C -0.213 -3.795 4.329
N -0.781 -4.807 4.891
O -0.361 -2.683 4.743
H 0.778 -3.430 2.617
H 0.126 -5.057 2.925
H -0.805 -5.694 4.409
H -1.393 -4.530 5.645
```

Values from the calculation:
- Orbital gap: 8.350 eV
- Net charge: 0

***

Result of the stability comparison: ii) is the least stable of them.

***

i) DFT (wB97M-V/def2-TZVPD) results for a single C10H15NO2 molecule.

The geometry in XYZ format:
```
28
C10H15NO2 | the OMol25 dataset | wB97M-V/def2-TZVPD
C 1.692 -2.890 -0.581
C 1.434 -2.151 -1.498
C 0.894 -1.133 -2.339
C 1.598 0.232 -1.986
C 1.174 0.477 -0.553
N -0.275 0.428 -0.423
C -0.811 0.651 0.972
C -0.841 -0.779 1.496
C 0.140 1.526 1.775
C -2.137 1.434 1.057
C -1.087 -0.275 -1.254
O -2.286 -0.392 -1.089
O -0.527 -0.969 -2.255
H 2.173 -3.728 -0.036
H 1.087 -1.478 -3.379
H 1.175 0.964 -2.620
H 2.644 0.213 -2.078
H 1.684 -0.329 0.097
H 1.500 1.333 -0.064
H 0.032 -1.340 1.488
H -1.163 -0.842 2.633
H -1.593 -1.410 1.054
H -0.547 1.669 2.770
H 0.086 2.522 1.303
H 1.149 1.216 2.148
H -2.700 1.346 0.118
H -2.662 1.190 2.021
H -1.831 2.514 1.223
```

Values from the calculation:
- Orbital gap: 9.990 eV
- Net charge: 0

***

ii) DFT (wB97M-V/def2-TZVPD) results for 2 unconnected molecules or ions with the total composition C10H15NO2.

The geometry in XYZ format:
```
28
C10H15NO2 | the OMol25 dataset | wB97M-V/def2-TZVPD
C -1.990 -2.029 1.467
C -1.312 -0.689 1.560
C -1.998 0.408 2.036
C -1.403 1.676 2.077
C -0.063 1.787 1.767
O 0.562 3.009 1.673
C 0.653 0.676 1.323
C 0.021 -0.551 1.200
H -1.341 -2.845 1.154
H -2.840 -1.988 0.788
H -2.379 -2.338 2.435
H -2.923 0.303 2.585
H -1.996 2.529 2.383
H 0.003 3.700 2.074
H 1.718 0.795 1.217
H 0.656 -1.423 1.071
C 0.939 1.304 -2.820
C 0.667 -0.009 -2.085
C 1.869 -0.946 -2.139
N 1.687 -2.191 -1.595
O 2.968 -0.605 -2.532
H 0.735 2.137 -2.162
H 0.356 1.472 -3.722
H 1.983 1.429 -3.082
H 0.527 0.258 -1.046
H -0.189 -0.564 -2.461
H 2.328 -2.896 -1.914
H 0.763 -2.411 -1.253
```

Values from the calculation:
- Orbital gap: 9.415 eV
- Net charge: 0

***

Result of the stability comparison: i) is the least stable of them.

***

i) DFT (wB97M-V/def2-TZVPD) results for 2 unconnected molecules or ions with the total composition C5H13NO2.

The geometry in XYZ format:
```
21
C5H13NO2 | the OMol25 dataset | wB97M-V/def2-TZVPD
C 0.581 1.408 -2.261
C 0.861 0.916 -0.806
N -0.447 0.668 -0.196
C -0.776 -1.313 1.167
C -0.558 0.218 1.196
C -1.967 0.709 1.653
O -2.306 1.886 1.721
H -0.100 2.188 -2.132
H 1.429 1.833 -2.842
H 0.083 0.602 -2.852
H 1.606 0.044 -0.841
H 1.571 1.565 -0.240
H -1.077 1.477 -0.420
H 0.242 -1.803 0.960
H -1.539 -1.744 0.657
H -0.923 -1.620 2.243
H 0.266 0.412 1.868
H -2.688 -0.135 1.931
H 2.523 -2.847 -0.560
H 1.102 -2.360 0.000
O 2.118 -2.105 -0.245
```

Values from the calculation:
- Expectation value of S²: 0.755
- Orbital gap (spin up / spin down): 10.957 / 6.517 eV
- Multiplicity: 2
- Net charge: +1

***

ii) DFT (wB97M-V/def2-TZVPD) results for 2 unconnected molecules or ions with the total composition C5H13NO2.

The geometry in XYZ format:
```
21
C5H13NO2 | the OMol25 dataset | wB97M-V/def2-TZVPD
C -1.502 1.504 1.615
C -1.351 0.487 0.538
N -0.312 0.616 -0.480
C 0.683 1.649 -0.470
C 2.091 1.095 -0.708
C -0.377 -0.308 -1.582
O -2.031 -0.489 0.459
H -1.338 0.954 2.548
H -0.848 2.370 1.657
H -2.540 1.821 1.663
H 0.399 2.398 -1.217
H 0.725 2.160 0.487
H 2.224 0.150 -0.190
H 2.327 0.955 -1.761
H 2.842 1.769 -0.305
H 0.610 -0.427 -2.018
H -1.135 0.012 -2.276
H -0.646 -1.287 -1.177
H 0.361 -4.664 0.523
H 0.106 -5.780 1.534
O -0.289 -4.984 1.159
```

Values from the calculation:
- Expectation value of S²: 0.762
- Orbital gap (spin up / spin down): 10.646 / 5.753 eV
- Multiplicity: 2
- Net charge: +1

***

iii) DFT (wB97M-V/def2-TZVPD) results for 2 unconnected molecules or ions with the total composition C5H13NO2.

The geometry in XYZ format:
```
21
C5H13NO2 | the OMol25 dataset | wB97M-V/def2-TZVPD
C 0.966 1.421 0.785
C -0.256 0.491 0.667
C 0.096 -0.758 -0.173
C -0.813 0.020 2.034
C 1.417 1.958 -0.555
N 2.577 1.679 -1.052
O 0.652 2.759 -1.132
H 0.822 2.293 1.432
H 1.753 0.866 1.262
H -0.990 1.064 0.099
H 0.657 -1.519 0.377
H -0.856 -1.240 -0.400
H 0.640 -0.462 -1.071
H -0.527 -0.999 2.225
H -1.878 0.212 1.959
H -0.479 0.667 2.853
H 2.692 1.759 -2.057
H 3.215 1.079 -0.542
H -3.343 -4.392 -1.771
H -3.506 -3.162 -2.667
O -2.838 -3.737 -2.272
```

Values from the calculation:
- Expectation value of S²: 0.755
- Orbital gap (spin up / spin down): 9.578 / 4.753 eV
- Multiplicity: 2
- Net charge: +1

***

Result of the stability comparison: i) is the least stable of them.

***

i) DFT (wB97M-V/def2-TZVPD) results for 2 unconnected molecules or ions with the total composition C5H13NO2.

The geometry in XYZ format:
```
21
C5H13NO2 | the OMol25 dataset | wB97M-V/def2-TZVPD
O -0.333 -1.085 3.066
C -0.483 -0.197 2.284
C -1.061 -0.307 0.886
C -0.456 0.522 -0.204
C -0.453 -0.150 -1.616
C -1.332 1.459 -3.333
N -1.626 0.255 -2.475
H -0.118 0.820 2.527
H -0.994 -1.422 0.690
H -2.151 -0.454 0.859
H 0.528 0.895 0.110
H -1.032 1.483 -0.339
H 0.549 0.154 -1.952
H -0.532 -1.226 -1.378
H -0.724 2.146 -2.735
H -0.814 1.253 -4.280
H -2.327 1.852 -3.623
H -1.955 -0.501 -3.085
H 3.952 -0.082 2.012
H 4.282 -1.404 1.603
O 4.753 -0.575 1.780
```

Values from the calculation:
- Expectation value of S²: 0.755
- Orbital gap (spin up / spin down): 9.880 / 4.459 eV
- Multiplicity: 2
- Net charge: +1

***

ii) DFT (wB97M-V/def2-TZVPD) results for 3 unconnected molecules or ions with the total composition C5H13NO2.

The geometry in XYZ format:
```
21
C5H13NO2 | the OMol25 dataset | wB97M-V/def2-TZVPD
C 0.379 -0.039 0.019
C 0.934 -1.249 0.435
N 2.173 -1.282 0.927
C -1.072 0.115 -0.285
C -1.320 1.042 -1.440
C -1.591 2.331 -1.359
H 0.992 0.845 -0.007
H 0.359 -2.159 0.574
H 2.625 -2.180 0.778
H 2.829 -0.530 0.756
H -1.425 0.617 0.627
H -1.470 -0.892 -0.423
H -1.386 0.553 -2.382
H -1.747 2.949 -2.237
H -1.784 2.869 -0.432
H 4.919 2.291 -1.286
H 4.714 1.151 -0.226
O 4.710 1.360 -1.162
H -3.719 -3.035 2.018
H -4.659 -1.911 2.511
O -4.461 -2.847 2.595
```

Values from the calculation:
- Expectation value of S²: 0.759
- Orbital gap (spin up / spin down): 9.922 / 6.469 eV
- Multiplicity: 2
- Net charge: +1

***

Result of the stability comparison: i) is the least stable of them.